[1]
An isolated molecule of C4H11PS, computed with ωB97M-V/def2-TZVPD.

Geometry as XYZ:
```
17
Properties=species:S:1:pos:R:3:forces:R:3
C -1.6596 -1.2942 1.8877 -1.9 -3.0 -0.4
C -0.6552 -1.2980 0.7881 1.6 1.5 -0.9
P -0.0220 0.4586 0.1974 -0.3 0.0 0.5
S 0.6614 1.6292 1.6467 -0.3 -0.7 -0.6
C 1.2022 0.2778 -1.2391 -2.8 -2.7 -0.4
C 1.3356 1.6215 -1.8319 -0.3 1.4 1.0
H -2.6334 -0.9394 1.5614 -0.2 -0.1 -0.3
H -1.7887 -2.4297 2.1618 0.0 2.1 -0.3
H -1.5144 -0.7779 2.7869 1.1 0.9 1.1
H -1.0397 -1.8462 -0.0939 0.4 0.3 0.4
H 0.2638 -1.7677 1.1855 -0.2 0.1 -0.6
H -1.1880 1.1738 -0.4558 1.3 -1.3 0.5
H 2.1322 -0.1828 -1.0471 1.2 -0.1 1.3
H 0.7785 -0.5799 -1.8787 -0.1 1.5 0.3
H 1.9062 2.1839 -1.0772 0.0 0.2 -0.4
H 1.8817 1.6580 -2.7583 -0.1 0.0 -0.5
H 0.3395 2.1131 -1.8334 0.7 -0.1 -0.7
```
Positions in Å, forces in eV/Å.

Calculated values
SMILES string: CC[PH](=S)CC
Relative energy (zero: lowest compared OMol25 entry of this formula, charge and spin) (kJ/mol): 28.1
LUMO level (eV): 0.924
E_HOMO (eV): -8.39
Gap between HOMO and LUMO (eV): 9.314
Electronic energy (Eh): -898.5239


[2]
A structure of composition C9H20NOP, computed with ωB97M-V/def2-TZVPD.

Geometry as XYZ:
```
32
Properties=species:S:1:pos:R:3:forces:R:3
C 2.7034 0.1423 -0.0450 0.1 -1.7 -1.2
C 3.6025 0.7310 1.0114 -1.1 -0.2 0.1
C -3.4490 -1.3898 0.1641 0.7 4.4 -1.0
C -0.7429 2.6199 -0.3769 -0.5 0.6 0.2
C -1.0157 -0.2164 1.5588 -2.6 -1.0 -2.3
C 3.9185 -1.6372 -1.2052 -1.3 1.0 -1.7
C -2.1862 -0.9168 -0.6236 0.0 2.0 0.7
C -1.7656 1.5435 -0.1637 -3.0 0.6 -1.0
C -1.2294 0.1464 0.0682 0.3 -0.9 -1.5
N 2.7544 -0.8278 -0.9024 1.0 1.1 0.4
O 1.4778 0.6056 0.0710 -1.0 1.7 0.1
P 0.4291 -0.2779 -0.9388 -1.4 -0.5 1.7
H 4.4670 1.2500 0.5705 -0.5 0.2 0.5
H 3.9434 -0.1564 1.5330 0.5 0.1 0.5
H 2.8705 1.3039 1.7016 1.8 -0.5 -1.2
H -3.6560 -2.2503 -0.3214 -1.6 -2.8 -1.4
H -3.4043 -1.5611 1.2019 0.6 -0.1 1.3
H -4.1792 -0.5498 -0.0299 0.2 -1.3 0.4
H -0.1283 2.3670 -1.2577 -0.3 0.7 0.3
H -0.1293 2.7496 0.4739 1.2 -0.5 0.9
H -1.1989 3.6169 -0.3520 -0.2 -0.1 -1.1
H -0.2058 0.3219 1.9240 1.8 0.3 0.9
H -0.9963 -1.3463 1.4675 0.5 1.3 1.2
H -1.9074 0.1542 2.0915 0.2 -0.6 0.1
H 3.6175 -2.6732 -1.2909 -0.1 -0.1 -0.5
H 4.5011 -1.2574 -2.0755 -0.7 -0.5 0.2
H 4.5539 -1.5857 -0.4206 2.4 0.0 2.7
H -2.6185 -0.3364 -1.5534 1.3 -2.0 1.2
H -1.5144 -1.7772 -0.7265 -0.5 -0.2 -1.0
H -2.4961 1.7158 0.6518 0.7 0.5 0.2
H -2.5881 1.6916 -1.0295 2.0 -1.0 1.1
H 0.6958 -1.3675 -0.0167 -0.8 -0.2 -1.1
```
Positions in Å, forces in eV/Å.

Calculated values
Relative energy (zero: lowest compared OMol25 entry of this formula, charge and spin) (kJ/mol): 128.5
LUMO level (eV): 0.787
E_HOMO (eV): -8.17
Gap between HOMO and LUMO (eV): 8.958
Electronic energy (Eh): -826.1644


[3]
A structure of composition C26H20BrN4PdS2, computed with ωB97M-V/def2-TZVPD.

Geometry as XYZ:
```
54
Properties=species:S:1:pos:R:3:forces:R:3
Pd -0.8275 -0.1765 0.1586 0.3 -0.4 -0.5
S -2.8050 -1.3600 -0.4814 0.5 0.5 0.2
C -2.3255 -2.9851 -0.1713 0.4 -0.2 0.0
C -3.2789 -4.0029 -0.2296 0.2 -0.2 0.0
C -2.9212 -5.3357 -0.0973 1.0 0.7 0.0
C -3.9169 -6.3282 -0.0560 -0.6 -0.6 -0.1
N -4.7398 -7.1270 0.0170 -0.1 -0.1 0.0
C -1.5540 -5.6777 0.0557 -0.5 1.1 0.0
C -0.6168 -4.6662 0.1983 -0.2 -0.1 -0.1
C -0.9865 -3.3251 0.1453 -0.5 0.0 -0.1
S 0.2326 -2.1573 0.5199 0.0 0.5 0.1
C -1.1247 -7.0144 0.0204 0.3 -0.9 0.0
N -0.7425 -8.0948 -0.0655 0.0 -0.2 0.1
H -4.3156 -3.7375 -0.3735 -0.1 0.0 0.0
H 0.4246 -4.8951 0.3654 0.1 -0.2 0.0
Br 4.8493 -0.8995 -5.1223 -0.1 0.0 0.0
C 3.3422 -0.3646 -4.0819 0.2 0.0 -0.1
C 2.9660 0.9693 -4.0754 0.3 -0.2 -0.2
C 1.8756 1.3614 -3.3342 -0.4 -0.1 0.4
C 1.1312 0.4241 -2.5880 0.8 -0.4 -0.4
C 1.5758 -0.9144 -2.5830 -0.3 0.2 0.2
C 2.6624 -1.3094 -3.3246 0.2 0.1 -0.2
N 0.0391 0.7531 -1.8565 -1.1 0.2 1.1
C -0.6892 1.8421 -2.0872 0.1 -0.2 -0.1
C -1.6909 2.2458 -1.1966 0.1 0.3 0.0
C -2.5333 3.3584 -1.4634 0.0 -0.1 0.1
C -3.4533 3.7588 -0.5380 0.2 0.0 0.0
C -3.5316 3.0708 0.6877 0.1 -0.1 0.1
C -2.7077 1.9810 0.8874 -0.4 0.3 0.5
N -1.8311 1.5660 -0.0141 -0.3 0.3 -0.5
H 3.5308 1.7046 -4.6315 0.0 0.0 0.0
H 1.6145 2.4080 -3.2854 0.0 0.1 0.0
H 1.0484 -1.6306 -1.9639 0.0 0.1 -0.1
H 2.9827 -2.3420 -3.3196 0.0 0.0 0.0
H -0.5558 2.4139 -3.0048 0.0 0.0 0.0
H -2.4204 3.8565 -2.4154 0.0 0.1 0.0
H -4.0991 4.6065 -0.7266 0.0 0.0 0.0
H -4.2062 3.3936 1.4627 -0.1 -0.1 0.1
H -2.7327 1.4064 1.8126 -0.1 0.1 -0.2
C 3.5035 1.8935 2.5784 -0.1 0.0 0.0
C 2.0488 2.1229 3.0040 0.0 0.0 0.0
C 1.8240 1.6079 4.4316 0.0 0.0 -0.1
C 1.6789 3.6083 2.9149 0.1 -0.1 0.0
C 1.1808 1.3748 2.0939 0.0 0.1 0.0
C 0.4821 0.7807 1.3131 -0.2 -0.5 -0.5
H 4.1932 2.4192 3.2379 0.1 0.1 0.1
H 3.6582 2.2370 1.5578 0.0 0.1 -0.1
H 3.7311 0.8301 2.6057 0.1 -0.1 0.0
H 2.4741 2.1184 5.1423 0.1 0.1 0.0
H 2.0248 0.5396 4.4775 0.0 -0.1 0.0
H 0.7891 1.7668 4.7286 -0.1 0.0 0.0
H 2.3103 4.2005 3.5753 0.1 0.1 0.1
H 0.6386 3.7534 3.1993 -0.1 0.0 0.1
H 1.7935 3.9706 1.8957 0.1 0.0 -0.1
```
Positions in Å, forces in eV/Å.

Calculated values
Relative energy (zero: lowest compared OMol25 entry of this formula, charge and spin) (kJ/mol): 14.3
LUMO level (alpha / beta) (eV): 2.455 / 0.700
<S²>: 2.0343
Multiplicity: 3
E_HOMO (alpha / beta) (eV): -3.64 / -5.21
Gap between HOMO and LUMO (alpha / beta) (eV): 6.098 / 5.909
Charge: -1
Electronic energy (Eh): -4720.0899


[4]
A structure of composition C43H53HgN4O8SSi2Te, computed with ωB97M-V/def2-TZVPD.

Geometry as XYZ:
```
113
Properties=species:S:1:pos:R:3:forces:R:3
Hg -0.1313 0.1410 1.4142 -0.6 -0.7 -1.3
O -1.7119 -7.6902 1.1043 0.0 0.0 0.0
N -1.6252 -6.7093 1.8940 0.0 0.0 0.0
O -1.5536 -6.8896 3.1446 0.0 0.0 0.0
C -1.5783 -5.4291 1.3602 0.0 -0.2 -0.4
C -1.4956 -5.3085 -0.0300 -0.1 -0.3 0.2
C -1.3533 -4.0662 -0.6554 0.1 0.3 0.1
C -1.2782 -3.9181 -2.0640 0.0 0.0 0.2
C -1.0975 -2.6731 -2.5993 0.0 -0.1 0.0
C -0.9893 -1.5671 -1.7447 0.0 0.1 0.0
N -1.0659 -1.6679 -0.4302 -0.2 0.0 0.0
C -1.2467 -2.8783 0.1194 0.0 -0.1 -0.3
C -1.4061 -2.9762 1.5591 0.0 -0.1 0.1
N -1.3877 -1.8243 2.2517 0.2 0.1 0.1
C -1.7363 -1.8273 3.5256 0.0 0.1 -0.1
C -2.0813 -2.9963 4.1893 0.0 -0.1 0.1
C -1.9961 -4.2014 3.5315 0.0 0.1 0.1
C -1.6422 -4.2310 2.1724 0.0 0.2 0.1
H -1.5377 -6.2137 -0.6167 0.0 0.0 0.0
H -1.3740 -4.8034 -2.6818 0.0 0.0 0.0
H -1.0247 -2.5251 -3.6696 0.0 0.0 0.0
H -0.8448 -0.5677 -2.1375 0.1 0.0 0.0
H -1.7483 -0.8730 4.0307 0.2 0.1 0.0
H -2.3698 -2.9527 5.2306 0.0 0.0 0.0
H -2.2187 -5.1264 4.0370 0.1 0.0 0.0
C -3.8483 2.0549 2.9228 0.1 -0.1 -0.1
C -3.4515 1.7742 1.4819 -0.1 0.3 -0.2
C -4.5980 2.0909 0.5175 0.1 0.0 0.1
O -3.1016 0.3996 1.4028 -0.2 0.0 0.1
C -2.2677 2.6969 1.0747 -0.1 -0.1 0.0
O -2.4977 3.8956 0.9334 0.0 0.0 0.2
O -1.1505 2.1241 0.8169 0.1 0.2 0.3
H -4.7905 1.5585 3.1628 0.0 -0.1 0.0
H -3.9583 3.1287 3.0641 0.0 0.0 0.0
H -3.0697 1.6786 3.5875 0.0 0.0 0.1
H -5.4693 1.4678 0.7277 0.0 -0.1 0.0
H -4.2726 1.9117 -0.5107 -0.1 0.0 -0.1
H -4.8646 3.1422 0.6039 0.0 0.0 0.0
H -2.8399 0.1918 0.4955 0.1 0.0 0.0
C 3.9770 3.5316 2.6799 0.1 0.0 0.0
C 4.5624 2.3015 2.4125 0.0 0.0 0.0
C 3.8692 1.3406 1.7015 0.0 0.0 0.0
C 2.5575 1.5659 1.2547 0.1 0.1 -0.1
C 1.9749 2.8051 1.5440 0.0 -0.1 0.0
C 2.6825 3.7691 2.2426 0.0 0.1 0.1
N 1.8364 0.5769 0.5677 0.2 0.0 -0.1
C 2.5066 -0.2114 -0.3469 0.0 0.0 -0.1
C 2.1105 -1.5366 -0.5934 0.0 0.1 0.2
C 2.7532 -2.3271 -1.5280 0.0 0.0 -0.1
C 3.8219 -1.8336 -2.2648 0.0 0.0 -0.1
C 4.2257 -0.5215 -2.0471 0.0 -0.1 0.0
C 3.5880 0.2752 -1.1150 -0.1 0.1 0.0
H 4.5232 4.2905 3.2272 0.0 0.0 0.0
H 5.5588 2.0798 2.7775 0.0 0.0 0.0
H 4.3359 0.3854 1.4962 0.0 0.0 0.0
H 0.9584 2.9987 1.2199 0.0 0.0 0.0
H 2.2161 4.7245 2.4545 -0.1 0.0 0.0
H 1.2996 -1.9471 -0.0078 0.0 0.0 0.0
H 2.4247 -3.3507 -1.6720 0.0 0.0 0.0
H 4.3246 -2.4540 -2.9969 0.0 0.0 0.0
H 5.0570 -0.1165 -2.6146 0.0 0.0 0.0
H 3.9162 1.2970 -0.9765 0.0 0.0 0.0
C 3.1070 -5.5906 2.5147 0.0 0.1 0.1
C 2.6800 -4.2427 3.0306 0.0 -0.1 0.0
C 3.0746 -3.0694 2.3937 -0.1 0.0 0.0
C 2.6485 -1.8346 2.8602 0.0 0.1 -0.1
C 1.8196 -1.7681 3.9669 -0.2 0.2 0.1
C 1.4770 -2.9223 4.6491 -0.2 0.0 0.0
C 1.8922 -4.1562 4.1738 0.0 0.1 -0.1
S 1.2143 -0.1910 4.5706 0.2 0.4 0.4
O 0.3719 -0.4911 5.7157 -0.1 -0.2 -0.3
O 2.4007 0.5754 4.8776 0.0 0.0 -0.2
O 0.4246 0.4364 3.4665 0.5 -0.2 1.6
H 3.3517 -5.5390 1.4539 0.0 -0.1 0.0
H 2.3144 -6.3247 2.6644 0.0 0.0 -0.1
H 3.9936 -5.9413 3.0499 0.0 0.0 0.0
H 3.6964 -3.1269 1.5078 0.0 0.0 0.0
H 2.9535 -0.9152 2.3787 -0.1 -0.1 -0.1
H 0.8715 -2.8259 5.5374 -0.1 -0.1 0.0
H 1.5738 -5.0657 4.6698 0.0 0.0 0.0
C -3.8549 0.1866 -3.3338 0.3 0.3 -0.1
Si -3.0866 1.4811 -4.4840 -0.2 0.0 -0.2
C -4.0704 3.0953 -4.3466 0.2 -0.3 0.0
C -3.2004 0.7999 -6.2555 0.0 0.2 0.2
C -1.3008 1.8597 -4.0583 -0.3 -0.2 0.3
Te -1.1369 2.2171 -1.8929 0.2 0.0 -1.1
C 0.9875 2.5327 -2.0823 -0.1 0.4 0.2
Si 1.4155 4.3338 -2.3910 0.1 0.4 -0.1
C 0.9383 5.3944 -0.9051 0.0 -0.3 -0.2
C 3.2845 4.4990 -2.7042 -0.3 -0.1 0.1
C 0.5178 4.9942 -3.9323 0.1 -0.2 0.2
H -4.9456 0.1966 -3.3645 0.0 0.1 -0.1
H -3.5472 0.3865 -2.3062 -0.1 -0.1 0.1
H -3.5180 -0.8224 -3.5770 0.0 0.0 0.0
H -5.1463 2.9490 -4.4536 0.0 -0.1 0.0
H -3.7484 3.8127 -5.1039 0.0 0.0 0.0
H -3.8810 3.5385 -3.3667 0.0 0.0 0.0
H -4.2350 0.6294 -6.5595 -0.1 0.0 0.0
H -2.6697 -0.1509 -6.3299 0.0 0.0 0.0
H -2.7483 1.4906 -6.9696 0.0 0.0 0.0
H -0.9443 2.7341 -4.6026 -0.1 0.1 0.0
H -0.6476 1.0232 -4.3196 0.0 -0.1 0.1
H 1.3479 1.8557 -2.8566 -0.1 -0.1 0.0
H 1.4061 2.2025 -1.1313 0.0 -0.1 0.0
H 1.6017 5.1780 -0.0662 0.0 0.0 0.0
H -0.0810 5.1594 -0.5875 0.0 0.0 0.0
H 0.9930 6.4651 -1.1119 0.0 0.0 -0.1
H 3.8395 4.1565 -1.8284 0.0 0.0 0.0
H 3.5729 5.5345 -2.8969 0.0 0.1 0.0
H 3.6046 3.8975 -3.5571 0.0 0.0 0.0
H -0.5610 4.8865 -3.8034 0.0 0.0 0.0
H 0.8061 4.4427 -4.8300 0.0 0.0 0.0
H 0.7367 6.0497 -4.1046 0.0 0.0 0.1
```
Positions in Å, forces in eV/Å.

Calculated values
LUMO level (alpha / beta) (eV): 3.544 / 3.544
<S²>: 0.7849
Multiplicity: 2
E_HOMO (alpha / beta) (eV): -1.23 / -2.60
Gap between HOMO and LUMO (alpha / beta) (eV): 4.770 / 6.140
Charge: -2
Electronic energy (Eh): -3890.0416


| no. | molar mass (g mol⁻¹) |
| --- | --- |
| 1 | 122.2 |
| 2 | 189.2 |
| 3 | 638.9 |
| 4 | 1170.3 |